Run 1
The following is a quantum chemistry calculation of a cluster of 7 separate species, H14O7 in total, from OMol25.

Geometry as XYZ:
```
21
Properties=species:S:1:pos:R:3
O -0.4890 -0.4844 2.6976
H -0.1632 -1.3157 3.0439
H -1.4440 -0.5021 2.8606
O 1.8840 -2.5469 -0.1388
H 2.2237 -2.2778 -0.9443
H 1.5269 -1.6928 0.0530
O -1.9272 0.0274 -0.4923
H -2.3583 0.3418 0.2617
H -1.0196 0.0726 -0.2038
O -0.2778 2.1610 2.1499
H -0.2651 2.8056 2.8253
H -0.3678 1.3107 2.6002
O -0.2606 -0.7665 -2.9452
H -0.5071 -1.3234 -3.7303
H -0.4875 -1.3153 -2.1704
O 1.0748 1.8275 -2.6163
H 0.6478 2.3931 -1.9533
H 0.4751 1.0671 -2.8037
O 0.6729 -0.2300 0.2933
H 0.9126 0.7062 0.1248
H 0.1493 -0.2580 1.0882
```

Charge = 0
Highest occupied orbital energy = -10.8 eV
SMILES = O.O.O.O.O.O.O
Frontier orbital gap = 10.55 eV

---

Run 2
The following is a quantum chemistry calculation of a cluster of 7 separate species, H14O7 in total, from OMol25.

Geometry as XYZ:
```
21
Properties=species:S:1:pos:R:3
O 0.6179 -1.3246 2.6160
H 1.2637 -1.3783 3.3266
H 0.2040 -0.4677 2.7308
O 2.7990 0.7652 -0.5305
H 2.7658 1.4044 0.1872
H 3.7355 0.6006 -0.6835
O 0.7276 1.8316 2.0298
H -0.1576 1.7593 2.4056
H 0.7609 2.7320 1.6887
O -0.5695 0.1216 -0.4884
H 0.0420 0.2621 -1.2262
H -0.1908 0.6095 0.2488
O 1.5045 0.0987 -2.9161
H 1.9714 0.3628 -2.1024
H 1.4270 0.8999 -3.4421
O -2.2905 -1.6107 -1.8587
H -1.6698 -0.9812 -1.4495
H -2.9675 -1.0620 -2.2680
O -3.5938 -1.2759 0.6999
H -3.1729 -1.3535 -0.1763
H -3.2068 -1.9936 1.2084
```

Charge = 0
Highest occupied orbital energy = -10.4 eV
SMILES = O.O.O.O.O.O.O
Frontier orbital gap = 10.30 eV

---

Computed relative energies in units of kcal/mol: run 1 5.7; run 2 0.0

---

Run 1
The following is a quantum chemistry calculation of a cluster of 7 separate species, H14O7 in total, from OMol25.

Geometry as XYZ:
```
21
Properties=species:S:1:pos:R:3
O 0.3186 0.1289 0.6377
H -0.1882 1.0943 0.6899
H 0.9710 0.0497 0.0053
O -0.3940 -0.5315 -3.1289
H 0.4471 -0.3449 -2.5265
H -0.7451 -1.2702 -2.5357
O -1.8566 2.6872 -0.0912
H -1.5351 3.0662 -0.9431
H -1.6889 3.4199 0.3538
O 1.8066 0.1919 -1.6738
H 2.6590 -0.3791 -1.9777
H 2.1293 1.0775 -2.0436
O -2.4087 -0.6714 1.3399
H -2.4494 -1.4544 1.9047
H -1.5944 -0.6620 1.0269
O 1.8969 0.1876 3.0724
H 2.8016 0.3229 2.6826
H 1.4215 0.2348 2.1178
O -0.2974 -2.5993 0.5681
H 0.0126 -1.7361 0.2983
H -1.3064 -2.8120 0.2232
```

Charge = 0
Highest occupied orbital energy = -10.8 eV
SMILES = O.O.O.O.O.O.O
Frontier orbital gap = 10.24 eV

---

Run 2
The following is a quantum chemistry calculation of a cluster of 7 separate species, H14O7 in total, from OMol25.

Geometry as XYZ:
```
21
Properties=species:S:1:pos:R:3
H 0.6756 2.0686 -0.2835
H 0.0689 3.4876 -0.5306
H 2.8499 0.0707 1.8699
H 2.6664 -0.8205 0.6274
H 1.6126 0.2433 -1.1329
H 2.5953 1.0252 -0.2902
H -1.0178 -3.1601 0.8949
H -1.6935 -2.0997 0.0129
H -3.4773 -0.9441 -0.7104
H -2.7040 0.0273 0.1646
H 0.5601 -1.9984 -0.3571
H 1.8419 -2.2735 -1.1890
H -1.5537 2.0807 0.0802
H -2.7230 2.0622 1.0514
O -0.0002 2.7160 0.0580
O 3.2487 -0.1533 1.0159
O 1.9023 1.1550 -0.9477
O -0.9127 -2.7137 0.0597
O -2.9034 -0.9366 0.0500
O 1.4420 -1.6071 -0.6100
O -2.4782 1.7705 0.1664
```

Charge = 0
Highest occupied orbital energy = -11.2 eV
SMILES = O.O.O.O.O.O.O
Frontier orbital gap = 11.85 eV

---

Computed relative energies in units of kcal/mol: run 1 86.8; run 2 0.0

---

Run 1
The following is a quantum chemistry calculation of a cluster of 7 separate species, H14O7 in total, from OMol25.

Geometry as XYZ:
```
21
Properties=species:S:1:pos:R:3
O -26.8827 -16.5743 -36.6665
H -26.3466 -16.8338 -37.4206
H -27.4584 -15.8766 -36.9949
O -28.9266 -14.3627 -36.9280
H -29.6547 -13.7968 -37.2051
H -28.1649 -13.7755 -36.8764
O -33.1871 -15.9747 -35.0829
H -32.3031 -15.7113 -35.3690
H -33.3807 -16.7780 -35.5732
O -30.4108 -15.5025 -34.6255
H -29.9928 -15.3577 -35.4855
H -30.0055 -14.8446 -34.0467
O -29.8374 -13.6939 -32.4353
H -29.0385 -13.2985 -32.0729
H -30.2747 -12.9856 -32.9202
O -30.9115 -16.2217 -31.4316
H -30.5315 -16.1348 -30.5542
H -30.6609 -15.4127 -31.8940
O -30.4568 -18.2763 -34.0020
H -29.9004 -18.1621 -34.7758
H -30.6331 -17.3745 -33.7022
```

Charge = 0
Highest occupied orbital energy = -10.0 eV
SMILES = O.O.O.O.O.O.O
Frontier orbital gap = 9.72 eV

---

Run 2
The following is a quantum chemistry calculation of a cluster of 7 separate species, H14O7 in total, from OMol25.

Geometry as XYZ:
```
21
Properties=species:S:1:pos:R:3
H -0.0900 -1.1300 1.6066
H 1.3913 -1.3312 1.1839
H -1.1438 1.5029 -2.6578
H -1.1272 0.2802 -1.6057
H 2.1247 2.0533 -1.9931
H 0.8976 1.3894 -1.5134
H -2.5336 -2.3453 0.6945
H -2.7565 -0.9462 1.3392
H 0.2387 -1.4795 -0.9636
H -1.2813 -1.6385 -0.6167
H 2.3887 1.0516 0.5128
H 2.4311 1.3014 1.9676
H 0.2092 0.9250 0.9760
H -1.1181 1.4324 0.4621
O 0.5601 -1.7506 1.2370
O -0.7326 1.1942 -1.8181
O 1.8664 1.3394 -1.3581
O -2.3841 -1.8036 1.4995
O -0.6291 -1.3645 -1.4238
O 2.4304 0.5416 1.3660
O -0.7419 0.7781 1.1051
```

Charge = 0
Highest occupied orbital energy = -10.8 eV
SMILES = O.O.O.O.O.O.O
Frontier orbital gap = 10.97 eV

---

Run 3
The following is a quantum chemistry calculation of a cluster of 7 separate species, H14O7 in total, from OMol25.

Geometry as XYZ:
```
21
Properties=species:S:1:pos:R:3
O 0.1406 -1.7048 3.6908
H 0.5958 -1.5183 2.9023
H 0.2145 -0.9368 4.2581
O -1.8048 -2.4788 0.3272
H -1.0538 -1.9157 0.1559
H -2.4378 -2.4497 -0.3503
O 0.1166 -0.5967 -0.2360
H 0.6682 -0.1048 -0.8678
H 0.6990 -0.6957 0.5214
O -1.6010 1.4949 -0.5913
H -2.4082 1.2337 -0.1799
H -0.9264 0.8253 -0.5072
O -0.3689 1.2564 -3.2528
H -1.3117 1.0884 -3.2524
H -0.2246 1.8672 -3.9539
O 1.4907 -0.0357 2.0050
H 2.2978 0.4572 1.8644
H 0.9053 0.7205 2.0369
O 1.9709 0.9117 -1.5309
H 1.6792 1.5766 -0.8253
H 1.3585 1.0052 -2.2143
```

Charge = 0
Highest occupied orbital energy = -10.6 eV
SMILES = O.O.O.O.O.O.O
Frontier orbital gap = 10.51 eV

---

Computed relative energies in units of kcal/mol: run 1 4.0; run 2 0.0; run 3 9.2

---

Run 1
The following is a quantum chemistry calculation of a cluster of 7 separate species, H14O7 in total, from OMol25.

Geometry as XYZ:
```
21
Properties=species:S:1:pos:R:3
O 0.0981 -2.0538 -2.5820
H -0.2989 -2.8738 -2.8260
H 0.4841 -2.2098 -1.6860
O -0.6929 0.0292 0.5920
H -0.8349 -0.9158 0.3700
H 0.0961 0.0872 1.1290
O 1.4541 2.8012 1.9490
H 2.1341 3.0962 2.5530
H 1.5081 1.8832 2.0990
O -1.2539 -2.5708 -0.1180
H -0.7459 -3.3828 -0.0200
H -1.9269 -2.5268 -0.8440
O 1.9031 0.1262 1.4760
H 2.5341 0.6142 0.8970
H 1.6631 -0.5668 0.9170
O 0.3741 0.9512 -1.8200
H -0.2609 0.6172 -2.4120
H -0.0699 0.7912 -0.9780
O -2.2859 2.1772 0.7680
H -2.2829 2.4892 -0.1940
H -1.5959 1.4362 0.7310
```

Charge = 0
Highest occupied orbital energy = -10.1 eV
SMILES = O.O.O.O.O.O.O
Frontier orbital gap = 9.64 eV

---

Run 2
The following is a quantum chemistry calculation of a cluster of 7 separate species, H14O7 in total, from OMol25.

Geometry as XYZ:
```
21
Properties=species:S:1:pos:R:3
H -0.9617 -0.2624 -0.1216
H -0.7697 1.1025 -0.7622
H -2.0658 -1.5720 -4.0435
H -2.7873 -2.9096 -4.0537
H 1.1261 1.0807 -3.1552
H 2.2898 0.1033 -3.1764
H 0.3005 2.3823 -2.0070
H 1.6868 2.9079 -1.6726
H -1.9504 -0.0228 4.7400
H -2.1001 1.1494 3.7842
H 2.3439 -1.5293 1.7440
H 1.7558 -0.5820 0.7112
H 0.4283 0.3374 4.0341
H 0.3218 -1.1781 3.9906
O -0.6204 0.6207 0.0591
O -1.9077 -2.5202 -4.1137
O 1.5411 0.3820 -2.6371
O 1.1248 2.1310 -1.5753
O -1.7754 0.2431 3.8302
O 2.0730 -1.4856 0.8201
O -0.0534 -0.3785 3.6047
```

Charge = 0
Highest occupied orbital energy = -8.4 eV
SMILES = O.O.O.O.O.O.O
Frontier orbital gap = 8.75 eV

---

Run 3
The following is a quantum chemistry calculation of a cluster of 7 separate species, H14O7 in total, from OMol25.

Geometry as XYZ:
```
21
Properties=species:S:1:pos:R:3
O 3.1588 -40.8032 -29.0142
H 3.6632 -40.2706 -29.6362
H 3.4431 -40.5002 -28.1447
O 3.7323 -40.7227 -24.9844
H 3.3519 -39.9338 -24.5777
H 3.0473 -41.0362 -25.5893
O 1.3373 -43.8437 -25.4722
H 2.0854 -43.6909 -26.0613
H 1.0000 -44.7091 -25.7222
O 1.2869 -41.1950 -26.4138
H 0.8613 -41.8994 -25.9014
H 0.6473 -40.9467 -27.0874
O 2.5713 -38.0826 -24.4568
H 2.7295 -37.3919 -23.8032
H 1.6474 -37.9887 -24.7115
O 5.0320 -37.1487 -25.9494
H 4.2809 -37.5597 -25.5012
H 4.7032 -36.3013 -26.2620
O 6.5480 -41.2585 -25.1155
H 5.5807 -41.1678 -25.0666
H 6.8864 -40.4841 -24.6590
```

Charge = 0
Highest occupied orbital energy = -10.2 eV
SMILES = O.O.O.O.O.O.O
Frontier orbital gap = 10.29 eV

---

Run 4
The following is a quantum chemistry calculation of a cluster of 7 separate species, H14O7 in total, from OMol25.

Geometry as XYZ:
```
21
Properties=species:S:1:pos:R:3
O -9.7850 0.9540 -23.7260
H -9.2590 1.2810 -23.0400
H -9.1650 0.8690 -24.4230
O -9.1360 7.3680 -23.8530
H -8.4000 6.7420 -23.9220
H -9.8930 6.7920 -23.9520
O -10.5860 3.7100 -24.1470
H -10.6830 2.7890 -23.9370
H -9.6260 3.8830 -24.2710
O -8.6580 2.5860 -21.5870
H -8.4680 3.5020 -21.7410
H -9.4950 2.5020 -21.0770
O -11.8350 -0.7230 -23.6130
H -11.1850 -0.0550 -23.5860
H -12.6930 -0.2620 -23.5110
O -11.4030 6.0030 -23.3280
H -12.3540 6.1250 -23.4250
H -11.2150 5.1590 -23.6790
O -8.0850 4.4820 -24.1090
H -7.5290 4.6110 -24.8880
H -7.5680 4.7000 -23.3470
```

Charge = 0
Highest occupied orbital energy = -10.6 eV
SMILES = O.O.O.O.O.O.O
Frontier orbital gap = 10.34 eV

---

Computed relative energies in units of kcal/mol: run 1 21.0; run 2 106.6; run 3 0.0; run 4 7.5